{"formula": "C24H60As5F36N4O8", "method": "ωB97M-V/def2-TZVPD", "species": ["C", "C", "C", "O", "C", "N", "H", "H", "H", "H", "H", "H", "H", "H", "H", "H", "H", "H", "C", "C", "C", "O", "C", "N", "H", "H", "H", "H", "H", "H", "H", "H", "H", "H", "H", "H", "C", "C", "C", "O", "C", "N", "H", "H", "H", "H", "H", "H", "H", "H", "H", "H", "H", "H", "C", "C", "C", "O", "C", "N", "H", "H", "H", "H", "H", "H", "H", "H", "H", "H", "H", "H", "As", "F", "F", "F", "F", "F", "F", "As", "F", "F", "F", "F", "F", "F", "As", "F", "F", "F", "F", "F", "F", "As", "F", "F", "F", "F", "F", "F", "As", "F", "F", "F", "F", "F", "F", "C", "O", "O", "C", "F", "F", "F", "C", "C", "H", "H", "H", "H", "H", "H", "C", "O", "O", "C", "F", "F", "F", "C", "C", "H", "H", "H", "H", "H", "H"], "coordinates": [[4.779, 1.379, 5.612], [3.815, 0.987, 4.509], [4.444, 0.762, 3.053], [3.561, 0.205, 2.100], [4.176, -0.310, 0.919], [3.340, -0.435, 4.921], [2.501, -0.814, 4.507], [4.053, -1.128, 4.747], [3.094, -0.425, 5.900], [5.403, 2.232, 5.348], [5.552, 0.633, 5.793], [4.257, 1.694, 6.516], [2.954, 1.656, 4.537], [5.295, 0.086, 3.140], [4.711, 1.748, 2.670], [3.472, -0.756, 0.217], [4.905, -1.043, 1.264], [4.577, 0.509, 0.321], [-1.228, -0.023, 0.536], [0.329, 0.240, 0.386], [0.547, 1.368, -0.663], [1.883, 1.618, -0.835], [2.308, 2.708, -1.721], [0.812, 0.705, 1.748], [1.787, 0.967, 1.719], [0.200, 1.400, 2.152], [0.888, -0.108, 2.343], [-1.518, -0.312, -0.474], [-1.759, 0.910, 0.728], [-1.558, -0.817, 1.206], [0.897, -0.673, 0.208], [0.044, 2.303, -0.420], [0.192, 0.982, -1.619], [2.208, 3.719, -1.328], [1.680, 2.740, -2.611], [3.342, 2.581, -2.044], [-1.530, 3.946, -6.234], [-2.320, 3.406, -5.089], [-1.812, 2.061, -4.555], [-2.978, 1.451, -3.834], [-2.782, 0.220, -3.201], [-2.327, 4.429, -3.874], [-1.427, 4.883, -3.939], [-3.033, 5.082, -4.182], [-2.591, 4.115, -2.951], [-0.454, 4.013, -6.075], [-2.062, 4.842, -6.554], [-1.645, 3.305, -7.109], [-3.279, 3.240, -5.580], [-0.915, 2.251, -3.966], [-1.603, 1.346, -5.350], [-2.410, -0.467, -3.961], [-3.590, -0.234, -2.626], [-1.977, 0.356, -2.479], [-6.181, -7.124, 0.962], [-5.546, -6.158, 1.898], [-5.096, -4.850, 1.312], [-4.511, -3.971, 2.267], [-4.087, -2.815, 1.598], [-6.530, -5.803, 3.022], [-7.465, -5.908, 2.655], [-6.348, -6.262, 3.903], [-6.422, -4.828, 3.263], [-7.043, -6.767, 0.397], [-6.609, -8.014, 1.422], [-5.567, -7.511, 0.149], [-4.725, -6.702, 2.364], [-5.917, -4.434, 0.729], [-4.355, -5.090, 0.549], [-3.348, -2.269, 2.185], [-4.799, -2.003, 1.459], [-3.810, -3.013, 0.563], [1.199, 6.041, -4.069], [1.649, 7.707, -3.992], [-0.504, 6.454, -4.468], [0.737, 4.299, -4.036], [2.925, 5.600, -3.803], [0.965, 6.133, -2.264], [1.490, 5.919, -5.817], [-3.871, 3.751, 0.194], [-4.868, 4.102, 1.671], [-5.321, 4.246, -0.732], [-3.090, 3.549, -1.449], [-2.315, 3.206, 0.975], [-4.433, 2.078, 0.313], [-3.209, 5.378, 0.198], [3.523, 4.365, 2.023], [2.479, 2.925, 1.993], [2.978, 4.973, 0.421], [4.617, 5.808, 2.079], [4.147, 3.848, 3.636], [4.798, 3.531, 1.142], [2.274, 5.333, 2.884], [-1.473, -3.480, -2.083], [-0.144, -4.548, -2.433], [-2.353, -3.979, -3.582], [-2.757, -2.357, -1.661], [-0.497, -2.732, -0.703], [-0.709, -2.186, -3.120], [-2.254, -4.670, -1.024], [-0.584, 2.271, 5.405], [-0.481, 2.206, 3.630], [-1.806, 0.956, 5.498], [-0.517, 2.381, 7.219], [0.586, 3.574, 5.232], [-1.968, 3.394, 5.446], [0.714, 1.045, 5.451], [5.105, -1.288, -4.681], [4.128, -0.449, -5.290], [6.193, -1.439, -5.579], [5.370, -0.643, -3.269], [6.512, -1.091, -2.727], [5.534, 0.716, -3.234], [4.349, -0.848, -2.477], [2.720, -0.733, -4.978], [1.776, 0.364, -5.411], [0.761, 0.007, -5.241], [1.970, 1.335, -4.955], [1.933, 0.570, -6.469], [2.533, -0.942, -3.925], [2.399, -1.591, -5.568], [4.721, -2.300, -4.552], [0.895, -3.006, 2.785], [0.082, -3.857, 3.607], [1.006, -1.857, 3.512], [2.198, -3.677, 2.234], [2.698, -2.786, 1.340], [3.093, -4.025, 3.134], [1.993, -4.763, 1.497], [-0.563, -4.933, 2.905], [-1.663, -5.578, 3.853], [-2.199, -4.764, 4.341], [-2.386, -6.059, 3.195], [-1.242, -6.185, 4.655], [0.065, -5.810, 2.751], [-1.066, -4.722, 1.961], [0.308, -2.780, 1.894]], "forces_ev_per_angstrom": [[1.0, 0.7, -0.6], [0.2, -1.7, -1.3], [-0.7, 1.0, 0.3], [-1.2, -0.4, 0.9], [0.3, 0.6, 0.0], [-0.2, 1.0, 0.5], [-1.4, -0.3, -1.5], [0.4, -0.1, 0.0], [0.1, 0.0, 0.5], [-0.4, 0.3, -0.4], [-0.3, -0.5, 0.3], [-0.1, -0.4, 0.1], [-0.1, -0.2, -0.4], [0.5, 0.0, 0.2], [0.6, 0.0, 0.3], [-0.4, -0.2, 0.7], [0.3, -0.1, -0.5], [0.6, 0.1, 0.2], [1.2, 0.3, -1.4], [-1.6, 1.0, 1.2], [-0.1, -0.5, -0.3], [2.8, 0.7, 0.0], [-1.1, -0.3, -0.1], [0.2, -0.8, -1.3], [0.5, 1.0, -0.3], [0.0, 0.4, 0.4], [-0.6, -1.0, 1.0], [-0.3, -0.2, 0.1], [0.1, 0.0, 0.3], [0.5, 0.1, 0.2], [-0.1, 0.1, -0.5], [-0.6, -0.1, 0.4], [-0.7, -0.1, -0.2], [-0.1, -0.3, 0.8], [0.0, -0.5, -0.2], [-0.1, -0.5, 0.4], [0.4, 0.2, -0.6], [0.5, -1.6, 1.0], [-2.2, -0.9, 0.7], [0.0, 2.4, -0.8], [2.3, -0.3, -0.1], [-0.9, -0.8, -3.6], [0.6, 0.5, 0.5], [0.0, 0.7, 0.4], [-0.1, -0.9, 0.9], [-0.2, 0.6, 0.1], [0.8, 0.6, 0.0], [-0.2, -0.5, 0.2], [-0.7, 0.3, 1.3], [0.0, -0.4, 0.4], [0.4, 0.3, -0.3], [-0.1, -0.6, 0.2], [-0.6, 0.7, -0.5], [0.2, -0.3, 0.2], [-1.5, -0.9, -1.4], [0.8, -0.1, 0.9], [1.0, -0.1, -0.6], [-1.7, -1.6, -0.1], [0.6, 2.3, -0.8], [0.4, 0.3, -0.3], [-0.5, -0.4, 0.3], [-0.3, -0.8, 0.1], [0.4, 1.0, -0.2], [-0.1, 0.8, 0.1], [0.4, -0.1, 0.6], [0.7, 0.3, 0.4], [0.2, 0.4, 0.3], [-0.4, 0.6, 0.2], [0.3, -0.1, -0.2], [0.6, -0.8, -0.1], [-1.2, -0.4, 0.4], [0.9, -0.2, 0.2], [2.4, -0.9, 1.6], [-0.4, 0.0, -0.6], [0.7, -0.3, 0.5], [-0.2, 1.3, -0.1], [-1.9, 0.2, -0.3], [-0.4, -0.4, -2.4], [-0.4, 0.2, 1.0], [0.3, 0.3, 1.0], [1.6, -0.4, -1.3], [1.0, -0.4, 0.4], [-0.5, -0.4, 1.2], [-2.2, 0.6, -0.8], [0.4, 1.0, -0.6], [-0.7, -0.8, 0.0], [-0.3, 2.6, -0.5], [0.8, 1.1, 0.0], [0.0, -0.8, 1.8], [-0.8, -1.3, 0.3], [-0.2, 0.0, -1.2], [-0.5, -0.3, 0.9], [1.2, -1.2, -1.0], [2.0, 2.7, -0.8], [-0.9, 0.1, 0.2], [0.5, 0.0, 1.8], [0.1, -0.6, -0.2], [-1.4, -1.4, -1.3], [-0.9, -1.4, 1.0], [0.3, 0.3, -0.6], [-0.8, 0.3, 0.5], [-0.8, -0.2, 1.0], [1.3, 1.0, -0.2], [0.1, -0.2, -1.7], [-0.6, -0.8, 0.7], [1.4, -0.7, -0.3], [-0.4, 0.6, 0.2], [3.2, -0.3, -3.1], [-2.5, 0.4, 0.4], [-2.0, 0.8, 2.8], [1.5, 1.2, -2.2], [0.0, -0.8, 0.7], [-0.1, -0.2, -0.6], [-1.1, -0.9, 1.7], [1.1, 0.0, -0.3], [0.7, 0.6, -0.5], [-0.1, 0.2, 0.1], [-0.1, -0.1, 0.5], [-0.2, -0.2, -0.3], [0.3, -0.1, 0.1], [0.2, -0.6, 0.1], [-0.7, -0.2, 0.8], [-1.0, 2.4, 1.4], [-0.5, -2.2, -1.1], [1.8, -0.6, -0.8], [-1.6, 1.5, -0.7], [0.7, 0.0, 0.6], [1.2, 0.2, 0.9], [-0.6, -1.2, -0.4], [-0.8, -1.3, 2.2], [0.5, 1.8, -0.5], [-0.1, 0.1, 0.1], [0.0, -0.6, 0.2], [0.0, -0.3, -0.3], [0.7, 0.3, -0.5], [0.3, 0.8, -0.1], [-0.1, -0.4, -0.8]], "total_charge": -3, "multiplicity": 1, "energy_ev": -450237.045, "e_homo_ha": 0.005, "homo_lumo_gap_ev": 1.67, "lumo_energy_ev": 1.8}